The following is a DFT calculation (the ωB97M-V functional and the def2-TZVPD basis) of a cluster of 2 separate species, C9H14N3 in total in a non-equilibrium geometry.

```
26
C9H14N3 (the ωB97M-V functional and the def2-TZVPD basis)
C -1.72359 1.95386 0.82825
C -1.56228 1.73836 2.15318
C -0.77812 1.11443 0.14397
C -0.68763 0.98863 -1.26247
C 0.26938 0.39746 -1.98052
C 1.20059 -0.03157 -2.78837
C 0.38036 -1.86634 0.82003
C 1.19070 -1.43508 -3.35218
C 1.89058 -1.85460 0.69722
N -0.67969 0.71486 2.27915
N -0.16938 0.36258 1.11480
N -2.26294 2.38397 3.11410
H -2.27934 2.64369 0.31758
H -1.36368 1.54931 -1.94598
H -0.26009 -2.20031 1.68428
H 2.12974 0.44443 -3.22624
H -0.13878 -1.87282 -0.22202
H 0.55407 -2.10206 -2.69444
H 2.20284 -1.85894 -3.55825
H 0.76455 -1.24837 -4.28086
H 2.23370 -1.13326 -0.13547
H 2.33453 -1.72035 1.69792
H 2.20890 -2.84421 0.39658
H -0.27670 0.41747 3.24994
H -2.44430 3.35614 2.98976
H -2.73340 2.10274 3.96003
```

ΔE to the lowest compared entry with this formula, charge and spin in kJ/mol: 489.9
Orbital gap (spin up / spin down) in eV: 7.18 / 7.18
Charge: +1
LUMO energy (spin up / spin down) in eV: -4.941 / -4.942
HOMO energy (spin up / spin down) in eV: -12.1 / -12.1
Electronic energy in eV: -14018.904